Entry 1:
The following is a DFT calculation (the ωB97M-V functional and the def2-TZVPD basis) of a single C3H2ClN3S3 molecule at a distorted geometry.

F_max ... 1.063 eV/Å
Structure (SMILES) ... S=c1[nH]c(=S)n(Cl)c(=S)[nH]1
Frontier orbital gap ... 8.5381 eV
E_HOMO ... -9.1 eV
Charge ... 0
ΔE to the lowest compared entry with this formula, charge and spin ... 0.0 kcal/mol
Lowest unoccupied orbital energy ... -0.59 eV
Electronic energy ... -1934.5370 Eh

Positions of all 12 atoms, in Å:
C (0.648, 1.219, 0.000)
N (-0.723, 1.151, 0.000)
H (-1.222, 2.032, 0.000)
Cl (3.016, 0.000, 0.000)
N (-0.723, -1.151, 0.000)
N (1.295, 0.000, 0.000)
H (-1.222, -2.032, 0.000)
C (0.648, -1.219, 0.000)
S (1.420, 2.652, 0.000)
S (1.420, -2.652, 0.000)
S (-3.094, 0.000, 0.000)
C (-1.463, 0.000, 0.000)

Entry 2:
The following is a DFT calculation (the ωB97M-V functional and the def2-TZVPD basis) of 2 unconnected molecules or ions with the total composition C3H10O at a distorted geometry.

F_max ... 2.817 eV/Å
Structure (SMILES) ... CCO.C
Frontier orbital gap ... 11.3036 eV
E_HOMO ... -10.3 eV
Charge ... 0
ΔE to the lowest compared entry with this formula, charge and spin ... 26.2 kcal/mol
Lowest unoccupied orbital energy ... 1.04 eV
Electronic energy ... -195.4871 Eh

Positions of all 14 atoms, in Å:
H (-1.390, 3.172, -4.238)
C (0.863, -1.503, 2.093)
H (-0.065, -1.122, 4.086)
H (-1.265, -2.146, 1.845)
H (-0.471, 3.536, -5.657)
C (-0.361, 3.226, -4.608)
O (-1.308, -2.207, 2.798)
H (1.917, -1.759, 1.976)
H (-0.091, 2.116, -4.548)
H (0.406, 3.711, -3.995)
C (0.074, -1.913, 3.332)
H (0.374, -1.841, 1.163)
H (0.311, -2.841, 3.841)
H (1.007, -0.429, 1.914)

Entry 3:
The following is a DFT calculation (the ωB97M-V functional and the def2-TZVPD basis) of a molecular structure, C5H12NOS at a distorted geometry.

F_max ... 4.413 eV/Å
Frontier orbital gap ... 5.2649 eV
E_HOMO ... -2.3 eV
Charge ... -1
ΔE to the lowest compared entry with this formula, charge and spin ... 132.1 kcal/mol
Lowest unoccupied orbital energy ... 2.99 eV
Electronic energy ... -725.7440 Eh

Positions of all 20 atoms, in Å:
N (-0.032, -0.778, -0.231)
H (-0.047, 1.094, 1.089)
H (0.841, -1.014, 0.225)
H (-1.340, -0.756, 1.924)
H (-0.469, -0.094, -2.088)
H (0.740, -1.345, -2.079)
O (2.910, -1.245, -0.360)
H (3.762, 0.515, -1.010)
H (1.574, 1.519, -1.742)
C (-0.615, 0.427, 0.423)
H (-2.447, -0.602, 0.634)
C (-1.827, 0.014, 1.288)
H (2.499, -1.348, -1.351)
C (1.727, 0.434, -1.708)
S (-2.766, 1.435, 1.897)
C (2.855, -0.061, -1.108)
H (-0.958, 1.123, -0.350)
H (1.126, -4.080, -2.498)
C (0.448, -0.369, -1.590)
H (1.709, -4.356, -2.842)

Entry 4:
The following is a DFT calculation (the ωB97M-V functional and the def2-TZVPD basis) of a molecular structure, H2LiO at a distorted geometry.

F_max ... 1.449 eV/Å
Frontier orbital gap ... 8.8122 eV
E_HOMO ... -15.2 eV
Charge ... +1
ΔE to the lowest compared entry with this formula, charge and spin ... 40.4 kcal/mol
Lowest unoccupied orbital energy ... -6.36 eV
Electronic energy ... -83.6996 Eh

Positions of all 4 atoms, in Å:
H (0.307, 0.449, 0.184)
H (0.998, -0.784, 0.836)
O (0.845, 0.179, 0.962)
Li (-2.151, 0.156, -1.982)

Entry 5:
The following is a DFT calculation (the ωB97M-V functional and the def2-TZVPD basis) of a single C18H20N2O4 molecule at a distorted geometry.

F_max ... 4.144 eV/Å
Structure (SMILES) ... Cc1cc(C)c([C@@H](C)[C@H](c2ccc([N+](=O)[O-])cc2)[N+](=O)[O-])c(C)c1
Frontier orbital gap ... 7.4330 eV
E_HOMO ... -8.7 eV
Charge ... 0
ΔE to the lowest compared entry with this formula, charge and spin ... 204.6 kcal/mol
Lowest unoccupied orbital energy ... -1.29 eV
Electronic energy ... -1108.1211 Eh

Positions of all 44 atoms, in Å:
C (-0.522, 2.346, -2.509)
H (1.371, -0.042, 0.126)
O (-1.241, 0.927, 1.870)
C (0.479, -0.575, -0.221)
C (0.017, -2.417, 3.131)
C (1.953, -1.041, 2.346)
N (1.828, 4.628, -4.291)
H (1.912, 2.669, -0.062)
C (-1.240, -3.053, 2.981)
O (1.238, 4.744, -5.401)
H (-0.495, 3.349, -4.463)
H (2.620, -1.427, 1.540)
H (-1.466, -2.467, -1.338)
H (-1.274, 0.682, -0.618)
C (-0.027, 3.232, -3.475)
O (0.639, 2.076, 1.654)
H (0.651, -2.704, 3.998)
H (-2.941, -4.150, 3.591)
C (-1.353, -2.039, 0.734)
H (2.000, 0.066, 2.327)
H (2.644, 4.539, -1.729)
C (-0.105, -1.388, 0.857)
C (-1.996, -3.815, 4.044)
H (1.510, -0.260, -1.972)
C (0.624, -0.863, -1.674)
C (0.560, -1.577, 2.131)
C (1.388, 2.877, -1.006)
H (2.325, -1.382, 3.330)
H (-2.377, -0.990, -0.881)
C (1.809, 3.860, -1.931)
H (-0.252, -0.502, -2.262)
C (-2.086, -2.001, -0.553)
O (2.994, 5.060, -4.096)
C (-0.277, 1.096, -0.332)
C (-1.860, -2.854, 1.751)
H (-2.735, -3.479, 1.526)
H (-1.497, 1.850, -2.667)
H (0.830, -1.928, -1.989)
H (-3.014, -2.564, -0.424)
C (1.168, 3.969, -3.197)
N (-0.321, 1.430, 1.145)
C (0.207, 2.143, -1.273)
H (-1.464, -4.740, 4.288)
H (-2.223, -3.287, 4.992)

Entry 6:
The following is a DFT calculation (the ωB97M-V functional and the def2-TZVPD basis) of a molecular structure, C17H35As2ClN2O3S4Si3W at a distorted geometry.

F_max ... 17.043 eV/Å
Multiplicity ... 3
<S²> ... 2.0475
Frontier orbital gap (spin up / spin down) ... 5.6836 / 4.6311 eV
E_HOMO (spin up / spin down) ... -7.4 / -7.4 eV
Charge ... 0
ΔE to the lowest compared entry with this formula, charge and spin ... 932.9 kcal/mol
Lowest unoccupied orbital energy (spin up / spin down) ... -1.74 / -2.76 eV
Electronic energy ... -8462.8617 Eh

Positions of all 68 atoms, in Å:
C (-3.687, -3.111, 0.586)
H (3.753, -0.769, -1.814)
C (-3.040, -1.896, -0.897)
C (-3.122, 0.517, 0.534)
H (-0.372, 2.540, -3.480)
H (2.987, 4.874, 1.873)
H (-2.409, -3.145, 3.022)
H (-4.421, -2.065, -2.618)
H (-1.843, -0.649, -3.182)
H (0.343, -1.345, -3.806)
C (-3.999, -3.871, 1.862)
H (5.007, 0.442, -2.073)
C (-1.721, -0.042, -2.287)
H (-1.213, 3.227, 1.844)
H (3.752, -0.576, 1.413)
H (4.501, 3.072, -1.378)
H (-0.539, 1.715, 2.468)
H (2.311, 0.993, 2.491)
As (1.330, -3.770, -2.101)
S (1.068, -1.875, 0.116)
Cl (-2.528, -2.200, 0.334)
O (-4.882, -4.701, 1.925)
C (3.732, 2.983, -0.611)
C (-4.645, -3.294, -0.374)
H (-0.767, -1.106, 1.888)
C (-4.049, -2.287, -1.637)
O (-1.805, 0.963, 0.307)
H (-2.111, -0.703, -1.470)
O (-3.935, 0.379, -0.337)
C (1.899, 4.807, 1.881)
H (-5.550, -3.874, -0.390)
C (-2.755, -1.325, 1.323)
C (-0.386, 2.796, 2.407)
H (1.265, 2.549, -2.792)
H (-0.858, -2.195, -1.498)
H (3.393, 0.705, -2.743)
H (2.810, 3.450, -0.962)
H (4.775, 0.793, 1.891)
H (1.517, 5.532, 1.161)
H (-4.331, -0.465, 2.227)
H (-2.759, 0.245, 2.824)
As (1.031, 0.458, 0.154)
C (4.426, 0.203, 1.049)
Si (1.305, 3.010, 1.554)
C (-3.294, -0.216, 2.000)
C (3.940, 0.304, -1.890)
H (-0.100, 2.914, -1.755)
S (-0.721, -4.307, 0.632)
C (0.219, 2.295, -2.599)
H (4.064, 3.533, 0.269)
N (-3.374, -3.440, 3.010)
H (5.290, -0.270, 0.584)
H (2.038, 2.135, 3.811)
H (-2.398, 0.807, -2.345)
S (-0.196, -4.439, -3.373)
C (0.994, -0.522, -3.505)
N (-1.588, -3.092, 0.413)
H (1.173, 0.109, -4.378)
H (3.463, 2.325, 2.778)
Si (0.125, 0.457, -2.156)
H (1.943, -0.959, -3.202)
H (-3.629, -3.984, 3.822)
H (1.551, 5.106, 2.871)
S (2.537, -5.337, -1.540)
Si (3.416, 1.132, -0.268)
H (-0.409, 3.208, 3.418)
C (2.413, 2.040, 2.792)
W (-0.938, -0.788, -0.073)

Repeat the third record exactly.
The following is a DFT calculation (the ωB97M-V functional and the def2-TZVPD basis) of a molecular structure, C5H12NOS at a distorted geometry.

F_max ... 4.413 eV/Å
Frontier orbital gap ... 5.2649 eV
E_HOMO ... -2.3 eV
Charge ... -1
ΔE to the lowest compared entry with this formula, charge and spin ... 132.1 kcal/mol
Lowest unoccupied orbital energy ... 2.99 eV
Electronic energy ... -725.7440 Eh

Positions of all 20 atoms, in Å:
N (-0.032, -0.778, -0.231)
H (-0.047, 1.094, 1.089)
H (0.841, -1.014, 0.225)
H (-1.340, -0.756, 1.924)
H (-0.469, -0.094, -2.088)
H (0.740, -1.345, -2.079)
O (2.910, -1.245, -0.360)
H (3.762, 0.515, -1.010)
H (1.574, 1.519, -1.742)
C (-0.615, 0.427, 0.423)
H (-2.447, -0.602, 0.634)
C (-1.827, 0.014, 1.288)
H (2.499, -1.348, -1.351)
C (1.727, 0.434, -1.708)
S (-2.766, 1.435, 1.897)
C (2.855, -0.061, -1.108)
H (-0.958, 1.123, -0.350)
H (1.126, -4.080, -2.498)
C (0.448, -0.369, -1.590)
H (1.709, -4.356, -2.842)

Number 2 is which compound? C3H10O